No. 1
The following is a DFT calculation (ωB97M-V/def2-TZVPD) of a structure of composition C34H43BrF4N2O3PS2SiTl.

Each line ends with the Mulliken charge.
Positions of all 92 atoms, in Å:
C (0.835383, -3.363234, -1.373846)  -1.634
F (7.199291, -0.431133, 0.960269)  -0.310
C (0.937702, -1.087505, 4.132093)  -0.102
H (-3.115127, -0.400470, -5.159764)  0.351
C (-2.068807, -1.400545, 1.960853)  -1.163
C (-3.306012, 0.568364, -4.695860)  -1.582
H (-3.969921, 1.626689, -1.467179)  0.128
H (-1.215174, -0.736456, 1.803406)  -0.404
S (2.075352, 0.168947, -2.919471)  -0.223
H (-3.004715, 2.432512, -2.722009)  0.204
C (-1.658370, -3.515502, -1.451164)  -1.229
H (1.036626, -4.268485, -1.947209)  0.568
C (0.329181, 2.736418, -3.811348)  -0.672
C (-3.837678, 1.747474, -2.547135)  -1.260
H (-2.580659, -3.058066, -1.819073)  0.177
H (-1.720428, -3.589998, -0.364011)  0.159
H (0.068766, -2.116415, 5.791451)  0.465
C (5.515509, 0.492276, 3.988528)  0.255
H (-4.205485, -2.793600, 0.975323)  0.378
H (-4.523053, -1.522052, -3.453781)  0.302
H (1.818183, -2.551464, 1.192956)  0.626
Br (4.643451, -0.604203, -0.450514)  -0.124
H (-2.434541, 1.207472, -4.853722)  0.219
C (0.129356, 1.867795, 2.927972)  -0.043
C (-4.724449, -0.564855, -2.968817)  -1.476
H (0.046242, -4.311557, 4.659243)  0.449
H (-2.262418, -1.470082, 3.033277)  0.854
H (0.939041, -4.536119, 2.363672)  0.495
H (-0.385612, -3.486185, -3.862033)  0.521
H (0.518205, -1.979725, -3.669468)  0.266
F (7.773732, 0.149549, 3.504227)  -0.248
C (-0.388725, -2.510982, -3.372653)  -1.289
C (0.930677, -3.570176, 2.852468)  -0.874
C (-3.580126, 0.405025, -3.214114)  1.473
H (-4.745961, 2.199022, -2.946905)  0.553
C (-3.288050, -0.856499, 1.238187)  1.889
C (1.653062, 4.135894, 2.370815)  -0.768
H (-4.759746, -1.909140, 2.410370)  0.421
C (4.899081, -0.116366, 1.354020)  0.141
H (-1.248445, -1.944804, -3.725582)  0.005
H (3.145239, 2.788138, 1.636830)  0.446
C (-0.439664, -2.707087, -1.865657)  1.342
F (3.267292, 0.818713, 4.433237)  -0.361
C (1.416358, -2.453098, 2.194766)  -0.580
Tl (1.269186, 0.121105, -0.544100)  1.202
C (0.434810, -3.442923, 4.143250)  -0.521
H (-4.863831, -0.735910, -1.900884)  0.091
H (-5.651213, -0.161353, -3.379165)  0.532
H (0.751228, -3.639295, -0.322281)  0.137
H (2.238509, 5.018590, 2.149892)  0.472
H (4.599048, 1.759442, -2.806723)  0.236
C (0.395304, 4.257852, 2.950435)  -0.739
H (-0.480437, 0.995025, 3.120053)  0.286
S (-0.783733, 1.437186, -0.457495)  -0.725
C (3.817444, 3.643754, -3.425574)  -0.607
C (2.158436, 2.880916, 2.079698)  -1.072
H (-4.164725, 1.023898, -5.190783)  0.442
C (4.205269, 0.498921, 3.544734)  0.153
F (5.796141, 0.785648, 5.240811)  -0.253
H (-2.826411, 1.229181, 1.611459)  0.183
Si (-1.811762, -0.321064, -1.155371)  -1.038
O (-2.358573, -0.168049, -2.655374)  0.455
N (1.773816, 2.833302, -3.546954)  0.218
C (-0.364349, 3.129453, 3.223115)  -0.880
H (0.968573, -0.138880, 4.649431)  0.469
C (2.551474, 1.826675, -3.133214)  0.008
H (-0.023512, 3.723821, -4.090881)  0.268
N (3.799378, 2.316586, -3.063193)  0.050
H (-0.188666, 2.389628, -2.921756)  0.072
H (-1.808099, -2.395783, 1.594855)  0.199
C (-3.654771, 0.530164, 1.745002)  -1.612
C (2.540595, 3.967460, -3.726479)  -0.113
H (4.718461, 4.231166, -3.446662)  0.446
C (-4.464845, -1.807151, 1.364470)  -1.935
O (-0.505772, -1.386785, -1.196000)  1.031
H (0.006707, 5.239220, 3.189062)  0.447
H (-3.905009, 0.481317, 2.806778)  0.504
C (0.443054, -2.207763, 4.780184)  -0.875
C (6.209789, -0.128746, 1.785973)  0.218
O (-2.997642, -0.772720, -0.176039)  0.788
H (-4.525065, 0.912845, 1.209232)  0.368
C (1.420314, -1.210896, 2.828453)  0.721
H (-1.590740, -4.521350, -1.865717)  0.567
C (1.405371, 1.743190, 2.380795)  0.927
H (-1.347267, 3.229712, 3.663950)  0.518
P (2.067501, 0.164914, 1.889036)  -0.069
H (2.114689, 4.895624, -4.066399)  0.449
C (3.852188, 0.200421, 2.232157)  -0.080
C (6.524209, 0.171967, 3.103792)  0.630
H (0.159503, 2.037771, -4.627331)  0.403
H (-5.318646, -1.427720, 0.802094)  0.405
H (1.699483, -2.698877, -1.513008)  0.277

Forces on atoms 1 to 6 (eV/Å):
0.06 0.02 0.09
-0.02 0.00 -0.01
0.06 0.03 0.03
0.00 0.03 0.01
0.06 -0.03 0.04
0.02 0.01 -0.07

Kohn-Sham gap	7.3619	eV
E	-169513.6290	eV
energy above the lowest of the compared OMol25 structures with the same formula, charge and spin	0.0	kJ/mol
HOMO level	-14.0	eV
total charge	+2
lowest unoccupied orbital energy	-6.6741	eV

No. 2
The following is a DFT calculation (ωB97M-V/def2-TZVPD) of a cluster of 2 separate species, C4H10N3O in total at a distorted geometry.

Each line ends with the natural charge from an NBO analysis.
Positions of all 18 atoms, in Å:
N (1.046584, 1.747216, -0.699524)  -0.390
H (-0.547582, -2.707489, 2.220484)  0.210
C (-0.526099, -1.410157, -1.898009)  -0.755
H (0.306504, 3.328689, 0.534879)  0.225
H (1.523465, 2.278509, -1.436481)  0.418
C (-0.082967, -2.043924, 1.521592)  -0.082
N (0.396832, 0.781128, -1.210347)  -0.093
N (-0.475185, -0.837459, 1.139914)  -0.162
H (-1.386686, -2.059905, -1.620182)  0.297
C (0.847355, 2.334113, 0.672231)  -0.416
H (0.648109, -2.641234, 0.916756)  0.205
O (-1.583231, -0.395910, 1.791234)  -0.523
H (-0.968972, -0.967061, -2.920720)  0.302
H (0.434026, -1.991158, -2.167841)  0.282
H (1.762522, 2.520523, 1.094394)  0.231
H (0.336020, 1.720043, 1.404291)  0.220
H (-1.591259, 0.599616, 1.771838)  0.483
C (-0.139436, -0.255540, -1.114508)  0.548

Forces on atoms 1 to 6 (eV/Å):
1.39 1.96 0.52
-0.71 0.46 0.91
-0.69 -0.96 -3.03
0.55 -1.36 0.36
-0.36 0.12 0.92
-0.40 1.52 -2.37

Kohn-Sham gap	9.5212	eV
E	-10815.7200	eV
energy above the lowest of the compared OMol25 structures with the same formula, charge and spin	548.4	kJ/mol
HOMO level	-13.7	eV
total charge	+1
lowest unoccupied orbital energy	-4.2176	eV